Formula: C52H67BF5O23S3
Source: the OMol25 dataset
Level of theory: wB97M-V/def2-TZVPD

```
151
Properties=species:S:1:pos:R:3:forces:R:3
O 1.026574 -0.830741 1.274704 -0.2034 0.8556 -0.6495
C 0.823774 -0.147861 0.291944 1.0830 0.1578 2.0405
O 0.337474 -0.550041 -0.820096 -0.7912 -0.2527 -1.6750
B 0.218364 0.571479 -1.814966 -1.2338 -0.7867 1.2147
O 0.863474 1.700229 -1.164416 0.8359 -0.0655 1.3402
C 1.216164 1.363639 0.107334 2.4432 2.4246 1.6675
O 1.862634 2.091959 0.917214 -2.8973 -2.8198 -3.3066
O -1.248536 0.893919 -2.010526 1.1595 0.1386 0.0925
C -1.464966 0.900349 -3.300236 -2.5401 -0.1137 -1.1205
O -2.506136 1.251429 -3.850296 2.0549 -0.5575 0.8708
C -0.239086 0.251249 -4.009226 -1.4810 1.3317 -2.0392
O 0.701254 0.093519 -3.104926 0.6081 0.0657 -0.2862
O -0.254396 0.077939 -5.214536 0.9404 -0.4150 1.8701
F -4.394286 -7.635291 -3.270346 0.9967 0.2379 -0.1316
C -3.210896 -6.947501 -3.333646 1.0042 0.7051 0.1323
C -1.990796 -7.569681 -3.673146 -1.1402 -0.3288 0.3882
C -0.806636 -6.850721 -3.691446 -1.4910 0.9111 -0.1785
C -0.877276 -5.445251 -3.489456 1.5610 -1.4301 0.1258
C -2.042546 -4.820441 -3.134366 -0.8480 -0.8150 0.4646
C -3.211776 -5.595821 -3.008466 -0.2951 -0.2179 -0.6324
H -1.997006 -8.631901 -3.868236 0.0219 -0.1243 -0.0261
H 0.085924 -7.417671 -3.911206 0.2771 0.4305 -0.0028
H 0.070714 -4.928171 -3.507536 -0.0815 0.3883 -0.0708
H -2.057206 -3.780701 -2.842606 -0.0095 0.0965 -0.2155
H -4.166086 -5.156241 -2.758556 -0.0023 0.1800 0.1922
F 6.561284 -4.619141 -7.976306 -0.3084 -0.2358 0.4798
C 6.040924 -3.598551 -7.256716 -0.0689 0.4637 0.3335
C 6.239794 -2.341881 -7.761846 0.3477 1.2535 -0.6058
C 5.796484 -1.212971 -7.092686 -0.3262 0.1865 2.4417
C 5.138644 -1.344061 -5.837076 0.3127 -0.9962 -0.8268
C 4.937234 -2.627821 -5.351226 0.3813 -0.2191 -0.1287
C 5.416574 -3.745611 -6.031946 -0.1510 -0.6659 -0.3146
H 6.834474 -2.207751 -8.653346 -0.0338 -0.1630 -0.1877
H 6.118094 -0.202501 -7.297406 -0.0863 -0.0482 -0.8559
H 4.828044 -0.538961 -5.187656 0.0665 0.3911 -0.4181
H 4.482904 -2.798401 -4.386396 -0.1355 0.1327 0.0470
H 5.292044 -4.733551 -5.613776 -0.0189 -0.0921 0.0389
F -4.470286 3.698689 7.503034 1.1654 0.3452 0.1566
C -3.111736 3.836429 7.610164 1.9068 -0.5966 1.4736
C -2.448946 3.739709 8.855174 1.1169 -0.8907 0.8086
C -1.005226 3.672459 8.995984 -2.1121 1.0953 -3.5835
C -0.305286 3.837099 7.767784 0.6000 0.3081 0.0065
C -0.900766 3.901669 6.489344 -1.9436 0.0914 2.0695
C -2.304206 3.896349 6.488484 -0.7879 -0.4478 -1.0573
H -2.967446 3.532749 9.779694 -0.6036 0.2568 -0.0712
H -0.474126 3.598829 9.933484 -0.2877 -0.0299 0.0310
H 0.759414 4.017179 7.787304 0.2903 -0.4496 0.2064
H -0.432646 3.968809 5.518384 0.5469 -0.0113 0.3295
H -2.851136 3.806049 5.561594 0.0973 0.2836 -0.3957
F -5.062496 2.953849 1.778664 -1.3182 -0.5157 0.2943
C -5.946086 1.963949 2.146114 2.1942 -1.8015 -1.4471
C -6.782186 2.076309 3.202514 -1.4389 0.9882 1.1730
C -7.543936 1.006869 3.689554 0.0028 -0.4412 -0.8291
C -7.437306 -0.217221 3.045064 -0.1617 -0.2884 1.1957
C -6.559166 -0.330901 2.016504 1.0346 -0.7368 -1.6330
C -5.802836 0.687139 1.523964 -0.2040 2.2771 0.1183
H -7.012966 3.033149 3.647034 0.5398 0.2579 0.0874
H -8.226936 1.176849 4.508704 0.0210 -0.0389 0.0552
H -7.872826 -1.169851 3.308134 -0.6552 0.3392 0.6079
H -6.369036 -1.257861 1.495924 -0.4548 -0.4210 0.2163
H -5.244436 0.501999 0.618254 0.4783 0.3831 0.1852
F -2.562306 -0.306831 -12.360946 -0.3510 0.1781 0.0575
C -1.230786 -0.316101 -12.433636 2.0966 0.5163 -0.5042
C -0.460726 0.152639 -11.355026 0.9257 -0.9612 -0.5829
C 0.970004 -0.010701 -11.396376 -2.0315 0.1388 -0.6368
C 1.543514 -0.509721 -12.556176 -0.0609 -0.0785 0.4458
C 0.763484 -0.840251 -13.657936 -0.5966 0.4848 -0.7211
C -0.622626 -0.702881 -13.662776 -0.3929 0.2128 2.1472
H -0.954826 0.570479 -10.490346 -0.0185 -0.1047 0.1079
H 1.579044 0.259579 -10.546406 -0.0760 0.0816 0.0427
H 2.613614 -0.648341 -12.601546 0.0783 0.0180 -0.0555
H 1.247074 -1.101111 -14.587716 0.1073 -0.2274 -0.0262
H -1.302366 -0.868281 -14.485576 0.3169 -0.2665 -0.2555
C -4.583236 -1.170021 7.820204 -0.0029 -0.0408 -0.2576
S -3.007656 -2.064131 7.821384 0.0202 -1.1681 -0.1517
O -3.285876 -3.508631 8.214124 0.0279 1.5732 -0.3250
C -2.728216 -2.169111 6.003134 0.0886 -0.0296 0.5621
H -5.279526 -1.739841 7.204914 -0.1142 0.0673 0.0983
H -4.445796 -0.165271 7.420564 0.1759 -0.0528 -0.2257
H -4.959056 -1.041251 8.835224 0.1666 -0.3679 0.0214
H -1.909666 -2.886881 5.949284 -0.1760 -0.1500 -0.0685
H -2.369726 -1.259201 5.521844 -0.2614 0.2233 0.2908
H -3.626486 -2.558731 5.524164 0.0807 -0.0289 0.0330
C 5.805944 6.311939 -0.763706 0.6093 0.8286 -0.1570
S 7.333854 5.759689 -1.569686 -0.5714 -1.5043 -0.4254
O 7.271574 4.250789 -1.450016 0.3541 1.1647 -0.1343
C 6.906634 6.139939 -3.365576 0.3647 0.1168 1.6129
H 6.045714 6.449329 0.290684 -0.1358 -0.5056 0.0472
H 4.992224 5.612239 -0.954456 0.1473 0.0408 0.0277
H 5.605224 7.324269 -1.114426 -0.2966 -0.0063 -0.2406
H 5.857974 6.437129 -3.356506 0.0979 -0.2954 -0.5527
H 7.177644 5.218829 -3.881516 -0.4015 0.1284 -0.0516
H 7.561754 6.958119 -3.664756 -0.1634 0.0086 -0.1144
C -4.975556 -2.990371 -7.868036 -0.6797 -0.2925 0.3672
S -6.639886 -2.169521 -7.554006 0.0123 -0.6670 -0.8320
O -7.528876 -2.566751 -8.727906 1.0061 0.1158 1.5551
C -7.149566 -3.154401 -6.055906 0.3809 0.3828 -1.2519
H -4.746716 -2.761291 -8.908826 0.0917 0.2084 0.2057
H -4.998196 -4.073631 -7.749096 -0.6331 -0.1276 -0.2140
H -4.189456 -2.709501 -7.167146 -0.1606 0.7530 -0.1088
H -8.220646 -2.997711 -5.928046 0.1013 -0.0920 -0.1244
H -6.614186 -2.762841 -5.190956 0.1343 -0.1908 -0.0884
H -6.894016 -4.177101 -6.333176 -0.2304 -0.0745 0.4993
C -0.714896 7.042399 -0.192256 -0.4972 -1.1485 0.2116
O -0.649746 8.114079 -1.091506 -0.2462 1.7035 -0.6295
C -1.663736 9.023269 -1.134686 -0.1893 -1.0827 2.5469
O -2.624726 9.047209 -0.362136 1.6669 0.1169 -1.8850
O -1.315726 9.908069 -2.047436 -0.0344 0.1027 -0.8370
C -2.096316 11.097069 -2.115496 -0.6933 -0.1613 0.3047
H -1.087566 7.298419 0.799534 -0.2941 0.2076 -0.2279
H 0.274964 6.607709 -0.053206 0.0990 0.3325 -0.3327
H -1.331476 6.296349 -0.693606 -0.1600 -0.2977 0.5749
H -3.144176 10.877839 -2.320466 -0.0384 -0.2135 0.1924
H -1.760096 11.705679 -2.954936 0.4830 -0.0999 0.3773
H -2.020126 11.555709 -1.129616 -0.0907 0.5196 -0.2970
C 9.033474 2.824169 8.312344 0.6083 1.1913 0.4339
O 8.349394 2.265579 7.201914 -0.2115 -0.6949 0.9730
C 8.257464 2.879949 6.046494 1.4094 2.0146 -1.9468
O 8.729444 4.004189 5.748034 -1.7587 -3.4709 0.8943
O 7.639594 1.982129 5.201244 1.4632 0.5210 1.9380
C 7.434754 2.427369 3.909074 -1.1005 1.3482 -1.9772
H 9.078594 2.134659 9.155344 -0.3275 -0.4432 -0.5475
H 8.575654 3.734239 8.699984 -0.4456 0.0083 -0.3135
H 10.055994 3.127089 8.086984 0.0335 -0.2492 -0.4410
H 8.274374 2.850389 3.357544 0.4714 0.0887 0.6882
H 6.664124 3.195449 3.974604 -0.0350 0.1628 -0.4355
H 7.067144 1.657799 3.230314 -0.1235 -0.4738 0.7159
C 3.396904 -0.918631 7.072884 0.3651 0.4776 1.3680
O 4.346624 -1.366731 8.080604 -0.1536 -0.1442 0.1389
C 3.928844 -1.412041 9.368924 -4.2329 0.0013 -0.3264
O 2.813004 -1.025991 9.858094 4.4867 -0.9610 -1.8610
O 4.826934 -2.169931 9.948664 0.7845 -0.0707 2.2523
C 4.631434 -2.523551 11.348354 -0.6059 -0.2215 -0.0359
H 3.908884 -0.722211 6.130864 0.3164 0.0890 0.4224
H 3.065384 -0.019681 7.592584 -1.0617 0.1368 -1.0981
H 2.653904 -1.693821 6.885504 -0.2032 0.2565 0.3377
H 4.225564 -1.741451 11.989984 0.1489 0.4300 -0.5169
H 5.568754 -2.873051 11.781234 0.0789 0.1305 -0.5268
H 3.898084 -3.328241 11.401024 0.0753 -0.1076 -0.1629
C -5.351146 -8.782321 1.436844 0.4370 0.9030 -0.0649
O -3.932066 -8.495301 1.284944 0.5911 0.8112 0.6783
C -3.437946 -7.272931 1.664664 -0.5474 1.5964 0.2196
O -4.077206 -6.342641 2.189754 1.9860 -2.7932 -1.4753
O -2.096476 -7.258971 1.288344 -1.5395 0.1752 0.9634
C -1.278766 -6.081201 1.481864 -0.1285 1.0230 0.4442
H -5.784236 -8.619951 0.449834 -0.2285 0.0131 0.1731
H -5.787676 -8.119741 2.184194 0.0023 0.0664 -0.1722
H -5.516656 -9.814241 1.746424 0.5427 0.0401 -0.0805
H -0.225216 -6.348661 1.563044 -0.2276 -0.5738 -0.7677
H -1.375796 -5.476351 2.383444 -1.0196 -0.6997 0.6207
H -1.469396 -5.310451 0.735074 0.1372 -0.5298 -0.5925
```
Positions in Å, forces in eV/Å.

Values from the calculation:
Total charge ... -1
Gap between HOMO and LUMO ... 9.08 eV
LUMO energy ... 1.72 eV
Largest force on an atom ... 5.223 eV/Å
HOMO ... -7.361 eV